Formula: C13H19BrGaOSi
Source: the Open Molecules 2025 dataset
Level of theory: ωB97M-V/def2-TZVPD

Geometry as XYZ:
```
36
Properties=species:S:1:pos:R:3:nbo_charge:R:1
C -1.20479 -0.78525 -3.16915 -0.316
C -1.19325 -1.78293 -2.13024 -0.376
C -1.92153 -1.23451 -0.97416 -0.453
H -0.79977 -2.84477 -2.21186 0.259
C -2.31830 0.13301 -1.31196 -0.380
C -1.88881 0.38876 -2.67230 -0.329
H -2.03279 1.37103 -3.22013 0.224
H -0.72884 -0.91588 -4.19304 0.226
H -2.19901 -1.79722 -0.03304 0.262
H -2.98682 0.79193 -0.66828 0.245
Ga 0.01304 -0.18032 -0.83798 1.733
Br 1.05545 -2.35918 0.14395 -0.629
C 1.96205 1.13216 -0.89460 -0.404
C 1.12623 1.92165 -1.79770 -0.390
C 1.03667 1.20932 -3.04521 -0.315
H 0.72647 2.96565 -1.56991 0.231
C 1.74683 -0.04478 -2.91590 -0.367
C 2.33469 -0.09138 -1.59646 -0.358
H 3.06095 -0.87503 -1.21427 0.255
H 2.34277 1.45759 0.12335 0.248
H 0.44869 1.55430 -3.95376 0.215
H 1.82460 -0.87537 -3.68879 0.223
C -1.15599 1.32761 3.04301 -1.126
Si 0.01086 -0.01182 2.42969 1.977
C 1.70823 0.36019 3.07500 -1.162
C -0.58768 -1.59930 3.18744 -1.161
O -0.21925 0.47097 0.87186 -1.375
H -1.17874 1.38936 4.12104 0.194
H -2.18072 1.14445 2.68360 0.221
H -0.84945 2.30912 2.64724 0.225
H 1.72952 0.41469 4.16811 0.223
H 2.44689 -0.40041 2.77796 0.243
H 2.07799 1.33308 2.71009 0.229
H -1.60378 -1.87159 2.85770 0.230
H 0.04665 -2.47436 2.97214 0.253
H -0.64905 -1.53074 4.28655 0.223
```

Summary:
- Highest occupied orbital energy: -0.15842 Ha
- Net charge: -1
- Energy: -5370.37039 a.u.
- LUMO level: 0.118 hartree

***

Formula: C5H9NO4
Source: the Open Molecules 2025 dataset
Level of theory: ωB97M-V/def2-TZVPD

Geometry as XYZ:
```
19
Properties=species:S:1:pos:R:3:nbo_charge:R:1
N 2.35426 1.59971 -0.26266 -0.808
C 1.21441 0.78735 0.28985 -0.166
C -0.10792 1.26221 -0.29111 -0.399
C -1.31499 0.89029 0.68981 -0.513
C -2.32725 -0.07227 0.02072 0.798
O -3.45821 0.21662 -0.27325 -0.584
O -1.82170 -1.25425 -0.28288 -0.711
C 1.48126 -0.70713 0.15348 0.809
O 0.59355 -1.54689 0.07461 -0.643
O 2.76355 -1.11059 -0.02094 -0.663
H 3.23718 1.08042 -0.08624 0.370
H 2.27533 1.65290 -1.25738 0.355
H 1.15053 1.00175 1.33024 0.221
H -0.18928 0.83568 -1.32256 0.222
H -0.06480 2.36443 -0.49022 0.242
H -1.84794 1.76030 0.97116 0.238
H -0.98263 0.31304 1.51441 0.209
H -0.96978 -1.54503 0.17442 0.516
H 2.62096 -2.06316 -0.15197 0.506
```

Summary:
- Highest occupied orbital energy: -0.36110 Ha
- Energy relative to the best compared isomer or geometry (same formula, charge and spin): 90.7 kJ/mol
- Net charge: 0
- Energy: -551.65526 a.u.
- SMILES: N[C@@H](CCC(=O)O)C(=O)O
- LUMO level: 0.011 hartree